Entry 1:
{
  "formula": "C16H14N10OS2Tc",
  "method": "ωB97M-V with the def2-TZVPD basis set",
  "s_squared": 3.80,
  "e_above_lowest_kcal_mol": 11.8,
  "homo_ev": [-14.447, -14.429],
  "spin_multiplicity": 4,
  "orbital_gap_ev": [6.981, 5.967],
  "total_charge": 2,
  "fmax_ev_per_a": 1.59,
  "lumo_ha": [-0.2744, -0.3110],
  "symbols": ["Tc", "O", "C", "C", "C", "C", "C", "C", "N", "H", "H", "H", "H", "H", "H", "H", "S", "C", "N", "C", "C", "C", "C", "C", "C", "S", "H", "H", "H", "H", "N", "C", "N", "C", "N", "N", "N", "N", "C", "N", "N", "H", "H", "H"],
  "coordinates": [[0.460, -0.409, 0.198], [-0.788, 1.087, 1.396], [-0.940, 0.726, 2.785], [-0.495, -0.689, 3.028], [-0.713, -1.266, 4.266], [-0.258, -2.552, 4.506], [0.393, -3.234, 3.485], [0.564, -2.606, 2.274], [0.134, -1.350, 2.043], [-0.650, 2.040, 1.335], [-1.989, 0.834, 3.064], [-0.344, 1.392, 3.413], [-1.223, -0.702, 5.036], [-0.410, -3.013, 5.472], [0.766, -4.237, 3.629], [1.064, -3.105, 1.453], [1.631, -2.012, -1.277], [1.461, -0.647, -2.308], [0.821, 0.359, -1.733], [0.687, 1.456, -2.567], [0.072, 2.671, -2.272], [0.037, 3.644, -3.250], [0.602, 3.420, -4.509], [1.217, 2.221, -4.813], [1.258, 1.240, -3.831], [1.959, -0.359, -3.922], [-0.364, 2.834, -1.293], [-0.430, 4.596, -3.035], [0.554, 4.202, -5.253], [1.657, 2.045, -5.786], [2.076, 0.381, 0.830], [3.071, 1.015, 1.066], [4.101, 1.558, 1.381], [4.827, 2.642, 1.287], [5.481, 3.589, 1.204], [-3.963, -3.244, -0.363], [-3.071, -2.280, -0.624], [-3.173, -1.512, -1.688], [-2.078, -0.786, -1.610], [-1.360, -1.124, -0.527], [-2.019, -2.093, 0.106], [-4.836, -3.135, -0.855], [-3.980, -3.563, 0.592], [-1.810, -0.032, -2.331]],
  "forces_ev_per_angstrom": [[1.254, 0.257, -0.944], [0.261, -0.478, -0.197], [-0.070, -0.028, 0.256], [-0.045, 0.108, -0.067], [0.025, -0.055, 0.028], [-0.004, 0.085, -0.124], [-0.018, 0.011, 0.074], [0.091, -0.124, -0.099], [-0.139, -0.201, 0.281], [0.067, 0.030, -0.099], [0.011, 0.038, -0.032], [0.009, 0.053, -0.082], [-0.004, -0.003, -0.008], [0.005, -0.009, -0.001], [0.006, 0.000, -0.036], [-0.007, 0.011, 0.010], [-0.368, 0.179, 0.835], [-0.171, 0.390, -0.177], [-0.166, -0.321, 0.301], [0.016, 0.448, -0.423], [0.040, -0.210, 0.107], [-0.008, 0.003, 0.030], [-0.027, 0.040, 0.028], [0.061, -0.067, -0.085], [-0.147, -0.026, 0.352], [-0.025, -0.089, 0.235], [-0.019, 0.074, -0.032], [-0.001, -0.002, -0.030], [0.031, -0.024, -0.022], [-0.014, 0.054, -0.007], [-0.133, 0.076, 0.137], [0.359, 0.243, 0.039], [-0.317, -0.544, 0.089], [0.237, 0.523, -0.181], [-0.102, -0.179, 0.064], [-0.120, -0.609, -0.143], [0.288, 0.346, 0.151], [-0.229, -0.147, -0.052], [0.186, -0.015, 0.091], [-0.560, -0.045, -0.269], [-0.253, -0.105, -0.132], [-0.044, 0.168, -0.010], [0.017, 0.141, 0.100], [0.028, 0.004, 0.045]],
  "mulliken_charge": [0.556, -0.326, -0.483, 0.609, -0.894, -0.348, -0.719, -0.380, 0.357, 0.328, 0.442, 0.395, 0.516, 0.450, 0.466, 0.410, -0.144, 0.304, 0.206, -0.550, -0.328, -0.704, -0.578, -0.550, 1.189, -0.096, 0.312, 0.423, 0.418, 0.438, -0.471, 0.501, -0.383, 0.393, -0.322, -0.513, 1.080, -0.884, -0.292, 0.575, -0.547, 0.316, 0.281, 0.545]
}

Entry 2:
{
  "formula": "C46H112N8O10P",
  "method": "ωB97M-V with the def2-TZVPD basis set",
  "homo_ev": -10.488,
  "orbital_gap_ev": 8.577,
  "total_charge": 1,
  "fmax_ev_per_a": 3.23,
  "lumo_ha": -0.0702,
  "symbols": ["C", "C", "N", "C", "C", "P", "C", "C", "C", "C", "C", "O", "C", "C", "O", "C", "N", "C", "O", "C", "C", "C", "C", "C", "C", "C", "C", "C", "O", "H", "H", "H", "H", "H", "H", "H", "H", "H", "H", "H", "H", "H", "H", "H", "H", "H", "H", "H", "H", "H", "H", "H", "H", "H", "H", "H", "H", "H", "H", "H", "H", "H", "H", "H", "H", "H", "H", "H", "H", "H", "H", "H", "H", "H", "H", "C", "C", "C", "O", "C", "N", "H", "H", "H", "H", "H", "H", "H", "H", "H", "H", "H", "C", "C", "C", "O", "C", "N", "H", "H", "H", "H", "H", "H", "H", "H", "H", "H", "H", "C", "C", "C", "O", "C", "N", "H", "H", "H", "H", "H", "H", "H", "H", "H", "H", "H", "C", "C", "C", "O", "C", "N", "H", "H", "H", "H", "H", "H", "H", "H", "H", "H", "H", "C", "C", "C", "O", "C", "N", "H", "H", "H", "H", "H", "H", "H", "H", "H", "H", "H", "C", "C", "C", "O", "C", "N", "H", "H", "H", "H", "H", "H", "H", "H", "H", "H", "H"],
  "coordinates": [[-1.455, -3.882, -0.841], [-1.970, -4.111, 0.589], [-1.170, -3.417, 1.626], [0.258, -3.739, 1.544], [1.106, -2.517, 1.164], [1.118, -1.208, 2.414], [-0.403, -0.287, 2.314], [-0.556, 0.331, 0.877], [-1.630, -0.342, 0.007], [-2.736, 0.667, -0.334], [-3.563, 0.927, 0.920], [-3.961, 2.302, 1.055], [-3.659, 2.766, 2.317], [-2.630, 3.856, 2.324], [-4.201, 2.342, 3.318], [1.416, -2.051, 4.008], [2.473, -3.047, 3.914], [3.848, -2.537, 3.904], [2.390, -0.343, 2.039], [2.462, 1.072, 2.380], [2.850, 1.384, 3.817], [1.659, 1.504, 4.762], [3.568, 2.752, 3.751], [3.880, 3.396, 5.087], [4.618, 4.732, 4.815], [4.786, 2.519, 5.950], [-1.724, -3.751, 2.929], [-1.639, -5.171, 3.438], [-2.260, -2.866, 3.591], [-1.161, -4.829, -1.282], [-2.241, -3.473, -1.465], [-0.622, -3.194, -0.873], [-2.977, -3.709, 0.652], [-2.048, -5.180, 0.773], [0.453, -4.554, 0.852], [0.609, -4.100, 2.507], [2.128, -2.861, 1.021], [0.744, -2.099, 0.231], [-1.242, -0.941, 2.531], [-0.434, 0.531, 3.024], [0.411, 0.301, 0.380], [-0.778, 1.384, 1.007], [-1.164, -0.601, -0.940], [-2.040, -1.225, 0.479], [-2.292, 1.590, -0.694], [-3.340, 0.250, -1.133], [-4.443, 0.290, 0.888], [-3.008, 0.628, 1.805], [-2.376, 4.080, 3.349], [-1.755, 3.546, 1.759], [-3.066, 4.735, 1.865], [0.485, -2.542, 4.284], [1.683, -1.347, 4.787], [2.355, -3.567, 3.053], [4.179, -2.239, 2.910], [4.490, -3.343, 4.241], [4.011, -1.723, 4.601], [1.560, 1.608, 2.098], [3.256, 1.453, 1.750], [3.583, 0.664, 4.172], [0.977, 0.659, 4.730], [1.082, 2.381, 4.475], [1.976, 1.602, 5.791], [4.490, 2.648, 3.180], [2.924, 3.423, 3.177], [2.988, 3.670, 5.639], [5.693, 4.604, 4.811], [4.354, 5.472, 5.563], [4.278, 5.135, 3.866], [5.145, 3.118, 6.781], [4.277, 1.643, 6.338], [5.663, 2.240, 5.373], [-0.611, -5.521, 3.430], [-1.993, -5.212, 4.458], [-2.232, -5.832, 2.818], [-4.912, 5.908, 5.490], [-4.032, 6.877, 4.705], [-4.270, 8.354, 5.045], [-5.442, 8.904, 4.486], [-6.637, 8.655, 5.205], [-4.196, 6.608, 3.272], [-5.931, 5.883, 5.106], [-4.518, 4.894, 5.414], [-4.950, 6.177, 6.547], [-2.992, 6.658, 4.968], [-3.447, 8.936, 4.620], [-4.250, 8.517, 6.130], [-6.460, 8.637, 6.284], [-7.104, 7.716, 4.896], [-7.330, 9.464, 4.979], [-3.533, 7.178, 2.752], [-5.102, 6.974, 2.993], [-4.444, 6.757, -2.716], [-4.266, 5.799, -1.543], [-2.889, 5.122, -1.496], [-2.721, 4.070, -2.423], [-2.373, 4.470, -3.739], [-5.359, 4.824, -1.551], [-4.621, 6.227, -3.651], [-5.307, 7.400, -2.545], [-3.568, 7.395, -2.845], [-4.355, 6.389, -0.625], [-2.782, 4.658, -0.511], [-2.081, 5.861, -1.592], [-1.723, 5.350, -3.733], [-3.262, 4.671, -4.339], [-1.841, 3.644, -4.209], [-5.308, 4.254, -0.710], [-5.182, 4.168, -2.307], [4.308, -6.178, -1.641], [2.869, -5.769, -1.358], [2.739, -4.667, -0.305], [2.916, -5.082, 1.039], [4.260, -5.134, 1.500], [2.089, -6.961, -1.002], [4.717, -6.819, -0.860], [4.364, -6.737, -2.573], [4.955, -5.302, -1.739], [2.458, -5.360, -2.285], [1.711, -4.288, -0.356], [3.406, -3.822, -0.529], [4.861, -4.333, 1.058], [4.737, -6.097, 1.313], [4.208, -4.986, 2.579], [1.110, -6.699, -0.909], [2.363, -7.227, -0.060], [8.536, -0.641, -1.585], [7.029, -0.751, -1.797], [6.399, -1.984, -1.132], [6.619, -3.205, -1.806], [7.869, -3.825, -1.546], [6.745, -0.684, -3.231], [9.088, -1.327, -2.227], [8.874, 0.365, -1.826], [8.808, -0.849, -0.548], [6.569, 0.124, -1.326], [5.312, -1.847, -1.133], [6.712, -2.069, -0.081], [8.195, -3.655, -0.516], [8.639, -3.475, -2.236], [7.742, -4.896, -1.703], [5.740, -0.640, -3.377], [7.020, -1.569, -3.647], [-1.896, 1.225, -9.536], [-1.157, 1.563, -8.245], [-2.015, 1.410, -6.981], [-2.948, 2.449, -6.765], [-4.161, 2.333, -7.488], [-0.579, 2.904, -8.366], [-2.570, 2.024, -9.841], [-1.183, 1.081, -10.347], [-2.477, 0.307, -9.431], [-0.330, 0.854, -8.148], [-1.347, 1.438, -6.115], [-2.522, 0.435, -6.963], [-4.463, 1.288, -7.601], [-4.088, 2.801, -8.471], [-4.931, 2.859, -6.924], [0.009, 3.093, -7.560], [-1.337, 3.577, -8.287], [-2.183, -6.701, -5.240], [-1.178, -6.801, -4.096], [-1.822, -6.814, -2.702], [-2.272, -5.547, -2.244], [-3.544, -5.149, -2.724], [-0.194, -5.723, -4.232], [-2.571, -5.689, -5.355], [-1.705, -6.969, -6.180], [-3.026, -7.376, -5.086], [-0.652, -7.752, -4.208], [-1.061, -7.127, -1.982], [-2.635, -7.548, -2.643], [-4.216, -6.004, -2.838], [-3.465, -4.619, -3.676], [-3.975, -4.464, -1.993], [0.530, -5.856, -3.531], [-0.655, -4.862, -3.952]],
  "forces_ev_per_angstrom": [[0.936, 0.603, 1.265], [-0.094, 0.672, -0.523], [-0.167, -0.684, 0.251], [-0.212, 0.288, 0.472], [-0.141, -0.080, 0.363], [-0.139, -0.774, 0.029], [-0.069, 0.809, -0.780], [0.130, -0.626, 0.659], [0.279, 1.062, -0.594], [0.100, -0.328, 0.449], [-0.451, -0.326, -0.432], [0.626, -0.047, 0.335], [-0.965, -0.039, 1.189], [-0.229, -0.335, -0.010], [0.779, 0.206, -1.347], [0.313, -0.283, -0.297], [0.046, 0.376, -0.206], [0.110, -0.457, 0.025], [-0.577, 0.352, 0.064], [0.817, 0.214, 0.159], [0.070, 0.598, 0.043], [-0.037, -0.311, -0.272], [-0.577, -0.344, 0.092], [1.100, 0.628, -0.051], [-0.717, -0.211, 0.042], [-0.340, 0.440, -0.075], [-0.823, 1.542, 1.041], [0.184, 0.370, 0.017], [0.937, -1.314, -1.127], [0.630, 1.007, 0.660], [0.132, 0.138, -0.012], [0.174, 0.422, 0.143], [-0.218, 0.027, 0.215], [0.117, -0.266, 0.117], [-0.099, -0.004, -0.042], [-0.014, -0.183, 0.135], [0.124, 0.345, 0.085], [0.043, 0.243, -0.158], [0.004, -0.372, 0.189], [0.182, -0.056, 0.426], [0.101, 0.056, -0.227], [-0.114, 0.212, -0.020], [0.002, -0.477, -0.082], [0.007, -0.265, 0.046], [0.027, 0.201, -0.120], [-0.248, 0.153, -0.138], [-0.263, 0.028, 0.169], [0.093, 0.048, 0.207], [0.070, 0.158, 0.179], [0.104, 0.002, -0.152], [-0.001, 0.219, -0.080], [-0.262, 0.074, 0.149], [-0.159, 0.246, 0.103], [0.016, -0.429, 0.173], [0.108, 0.265, -0.101], [0.190, -0.115, -0.003], [-0.284, 0.232, 0.110], [-0.323, -0.193, -0.053], [0.099, -0.138, -0.309], [-0.024, -0.350, 0.011], [-0.047, -0.171, -0.025], [-0.139, 0.190, 0.112], [0.041, 0.145, 0.211], [0.191, -0.036, -0.046], [-0.060, 0.181, -0.080], [-0.381, -0.265, -0.003], [0.217, -0.003, -0.157], [0.150, 0.077, 0.245], [0.180, 0.175, -0.221], [0.028, -0.071, 0.313], [0.067, -0.236, 0.064], [0.122, -0.271, -0.087], [0.142, -0.158, -0.140], [-0.196, 0.051, 0.157], [-0.091, -0.151, -0.123], [0.074, -0.075, 0.082], [-0.265, -0.118, 0.040], [0.209, 0.076, -0.029], [-0.072, -0.036, 0.063], [-0.042, 0.061, -0.134], [0.132, 0.192, -0.116], [-0.016, 0.053, -0.024], [-0.017, -0.005, -0.056], [-0.009, 0.014, 0.000], [0.035, 0.075, -0.014], [-0.027, 0.019, -0.034], [-0.045, -0.083, 0.023], [0.021, -0.037, 0.014], [0.001, -0.036, 0.098], [0.033, 0.029, -0.012], [0.027, -0.011, 0.020], [-0.062, -0.076, 0.022], [0.013, 0.121, 0.028], [-0.071, -0.046, -0.241], [-0.066, 0.022, 0.327], [0.218, -0.021, -0.079], [-0.070, -0.166, -0.022], [0.154, -0.069, 0.169], [0.026, -0.054, 0.002], [-0.034, -0.034, 0.007], [0.005, -0.010, -0.007], [0.042, -0.033, 0.056], [-0.016, -0.060, -0.064], [-0.032, 0.025, -0.119], [-0.037, 0.045, 0.021], [0.047, 0.101, -0.053], [-0.013, -0.030, 0.034], [-0.071, 0.052, 0.030], [-0.066, 0.039, -0.071], [0.185, 0.100, -0.110], [0.260, -0.321, 0.145], [-0.108, 0.087, -0.433], [0.055, 0.048, -0.031], [-0.117, 0.074, 0.236], [-0.168, 0.358, 0.091], [-0.065, 0.001, 0.083], [-0.054, -0.053, 0.017], [-0.015, 0.007, 0.005], [-0.044, 0.076, 0.025], [0.313, -0.169, -0.239], [0.089, -0.091, -0.052], [0.020, -0.035, -0.053], [-0.044, 0.010, -0.149], [0.136, -0.062, -0.003], [-0.054, -0.071, -0.106], [0.069, -0.195, -0.040], [0.037, 0.070, 0.102], [0.209, -0.102, -0.138], [-0.205, 0.101, 0.074], [0.023, -0.057, 0.127], [-0.049, -0.105, -0.150], [-0.211, -0.113, 0.137], [-0.032, -0.048, -0.016], [-0.019, 0.000, -0.048], [0.001, -0.010, -0.007], [-0.064, -0.030, 0.028], [-0.012, -0.025, -0.050], [0.093, 0.031, -0.021], [0.013, 0.046, 0.004], [0.059, 0.039, 0.082], [-0.044, 0.001, 0.009], [0.018, 0.117, -0.027], [0.110, 0.045, -0.056], [0.019, -0.109, -0.050], [-0.166, 0.140, -0.145], [0.179, -0.063, 0.129], [-0.082, -0.063, -0.020], [-0.003, 0.185, 0.065], [-0.009, -0.064, 0.233], [-0.018, 0.030, 0.046], [0.023, 0.044, 0.003], [-0.009, 0.007, 0.005], [0.007, -0.012, 0.074], [-0.013, 0.052, 0.011], [-0.022, -0.001, -0.094], [0.025, -0.023, -0.031], [-0.025, -0.097, -0.052], [0.020, -0.011, 0.040], [0.089, -0.021, -0.071], [-0.009, 0.025, -0.111], [-0.042, -0.097, -0.034], [-0.182, 0.188, -0.123], [-0.008, -0.333, -0.104], [-1.559, -2.099, -1.904], [-0.127, 0.030, -0.089], [-0.021, -0.081, 0.340], [0.002, 0.032, 0.045], [0.036, 0.030, 0.010], [-0.003, 0.004, 0.001], [0.031, -0.007, 0.102], [0.066, 0.036, 0.066], [0.001, 0.013, -0.059], [0.010, 0.008, -0.017], [-0.054, -0.070, -0.034], [-0.034, -0.051, 0.021], [0.156, -0.070, -0.111], [0.007, 0.111, -0.157]],
  "mulliken_charge": [-0.578, -1.431, 1.439, -2.357, -0.710, 0.801, -0.432, -1.138, -0.328, -1.213, -0.549, -0.302, 0.716, -0.522, -0.591, -1.230, -0.172, -1.112, -0.244, -1.222, 2.301, -1.879, -1.780, 0.810, -1.611, -1.621, 0.386, -1.377, -0.541, -0.196, 0.499, 0.255, 0.569, 0.441, 0.401, 0.951, 0.240, 0.894, 0.555, 0.728, 1.031, 0.343, 0.457, -0.375, 0.303, 0.584, 0.278, 0.349, 0.290, 0.206, 0.008, 0.214, 0.856, -0.026, 0.325, 0.438, 0.325, 0.125, 0.507, -0.084, 0.452, 0.419, 0.374, 0.398, 0.558, 0.388, 0.351, 0.393, 0.430, 0.485, 0.317, 0.328, 0.291, 0.433, 0.362, -1.437, 0.264, -0.777, -0.383, -0.644, -0.441, 0.300, 0.291, 0.376, 0.352, 0.346, 0.448, 0.299, 0.232, 0.260, 0.289, 0.251, -1.549, 0.422, 0.015, -0.241, -0.450, -0.733, 0.325, 0.376, 0.338, 0.369, -0.444, 0.465, 0.362, 0.133, 0.047, 0.239, 0.351, -1.645, 0.509, 0.579, -0.257, -0.753, -0.612, 0.309, 0.427, 0.213, 0.341, -0.462, -0.082, 0.255, 0.337, 0.272, 0.051, 0.422, -1.442, 0.238, -0.408, -0.319, -0.819, -0.710, 0.294, 0.360, 0.342, 0.417, 0.097, 0.464, 0.372, 0.242, 0.287, 0.273, 0.318, -1.408, 0.360, -0.765, -0.221, -0.791, -0.720, 0.292, 0.356, 0.342, 0.389, 0.333, 0.412, 0.348, 0.264, 0.245, 0.264, 0.316, -1.504, 0.321, -0.811, -0.158, -0.951, -0.690, 0.307, 0.386, 0.348, 0.474, 0.172, 0.601, 0.361, 0.264, 0.407, 0.166, 0.345]
}